(1)
DFT (ωB97M-V with the def2-TZVPD basis set) results for a 2-piece molecular cluster, C3H6O3 overall.

The energy above the lowest of the compared OMol25 structures with the same formula, charge and spin is 160.0 kcal per mole. For the HOMO energy, the calculation gives -9.6 eV. The frontier orbital gap comes out at 8.6 eV. The lowest unoccupied orbital energy comes out at -1.0 eV. Its electronic energy is -9344.377 eV. As for the net charge: 0.

Each line ends with the natural charge from an NBO analysis.
Geometry (Å):
C 0.6628 0.3129 -0.8041  0.13
C 1.3441 -0.7074 -0.0074  -0.73
C -1.5247 0.6183 0.7178  0.59
O -1.6298 -0.8359 0.6229  -0.31
O -1.5834 -0.0213 -0.6158  -0.32
O -0.4394 1.1677 1.0248  -0.71
H -2.4865 1.0697 0.9746  0.14
H 0.2700 0.0215 -1.7670  0.20
H 0.8853 1.3597 -0.6806  0.22
H 0.6092 -1.4456 0.3321  0.29
H 1.8465 -0.2909 0.8607  0.24
H 2.0459 -1.2485 -0.6580  0.25

***

(2)
DFT (ωB97M-V with the def2-TZVPD basis set) results for a 7-piece molecular cluster, C17H47N5O7 overall in a non-equilibrium geometry.

The energy above the lowest of the compared OMol25 structures with the same formula, charge and spin is 0.0 kcal per mole. For the HOMO energy, the calculation gives -8.8 eV. The frontier orbital gap comes out at 9.2 eV. The lowest unoccupied orbital energy comes out at 0.4 eV. The SMILES is CC1(C)CCCC(C)(C)N1O.NC(N)=O.NC(N)=O.CCO.CCO.CCO.O. Its electronic energy is -40173.757 eV. As for the net charge: 0.

Each line ends with the Mulliken charge.
Geometry (Å):
C -2.8106 1.3107 -0.4723  -2.44
C -2.6897 0.3545 -1.6086  1.40
C -2.8885 1.1891 -2.8716  -1.57
C -3.7975 -0.7531 -1.4523  -1.55
C -3.4791 -1.8428 -2.3885  -0.48
C -2.1103 -2.3947 -2.0778  -1.59
C -1.0255 -1.3659 -2.2077  1.40
C 0.1703 -2.0674 -1.5639  -1.79
C -0.7581 -0.9245 -3.6624  -1.52
N -1.3746 -0.2313 -1.3977  1.63
O -0.4413 0.7687 -1.6676  -0.32
H -2.8300 0.8805 0.5386  0.50
H -3.7438 1.8334 -0.7156  0.56
H -2.0615 2.0780 -0.6044  0.60
H -2.0574 1.8456 -3.0663  0.25
H -3.8038 1.7170 -2.7013  0.56
H -3.0364 0.5586 -3.7790  0.35
H -3.8707 -1.1330 -0.4596  0.27
H -4.6948 -0.1948 -1.5028  0.51
H -4.1756 -2.7006 -2.2527  0.45
H -3.5324 -1.5388 -3.4596  0.31
H -2.1003 -2.8281 -1.0858  0.34
H -1.8989 -3.2401 -2.7348  0.41
H 1.0463 -1.3489 -1.3536  0.14
H 0.5151 -2.8166 -2.3095  0.40
H -0.1057 -2.5778 -0.6645  0.39
H -0.0975 -0.0480 -3.6178  0.09
H -1.7507 -0.7900 -4.1245  0.34
H -0.1539 -1.6746 -4.1504  0.57
H 0.2132 0.6233 -0.9899  0.06
N 2.3355 1.3553 -3.4060  -0.56
C 2.9850 0.1007 -3.5263  0.54
N 3.4166 -0.4393 -2.3258  -0.29
O 3.0288 -0.4667 -4.5870  -0.62
H 1.9453 1.5762 -4.3418  0.29
H 1.6254 1.5229 -2.6258  0.21
H 3.6577 0.2428 -1.6314  0.21
H 4.0416 -1.2296 -2.2910  0.21
N -2.5961 -2.3615 2.8587  -0.42
C -1.5001 -1.5536 2.8510  0.52
N -1.2228 -0.5768 1.9767  0.06
O -0.7042 -1.7840 3.7638  -0.77
H -3.4343 -2.2923 2.3056  0.18
H -2.7111 -2.7460 3.7837  0.27
H -0.5308 0.1806 2.2252  0.01
H -1.4864 -0.3758 0.9963  -0.04
C 0.5243 4.5126 0.0930  -1.17
C -0.4867 3.6853 0.8515  0.38
O 0.2180 3.1426 2.0015  -0.59
H 1.4202 3.9021 -0.1905  0.19
H 0.6535 5.3967 0.6813  0.40
H 0.0969 4.9654 -0.8218  0.37
H -0.8511 2.8645 0.3235  -0.35
H -1.3121 4.4093 1.1561  0.46
H -0.3776 3.1090 2.8448  0.26
C 3.0803 1.5380 4.5240  -0.84
C 1.8450 0.7965 5.0814  -0.37
O 1.1676 0.2583 3.9057  -0.42
H 3.3833 1.0428 3.5980  0.11
H 3.8963 1.5080 5.2137  0.38
H 2.7979 2.5652 4.2746  0.23
H 1.1768 1.4752 5.6288  0.31
H 2.1806 -0.0603 5.7008  0.33
H 0.5802 -0.4452 4.1918  0.27
C 3.6302 -2.9622 0.9836  -1.39
C 2.2794 -2.3862 1.4097  0.54
O 2.6314 -1.0932 1.9398  -0.54
H 3.4612 -3.6395 0.1456  0.36
H 4.0753 -3.5763 1.7839  0.37
H 4.2952 -2.1094 0.7142  0.27
H 1.8320 -2.9922 2.1602  0.45
H 1.6221 -2.3058 0.5401  -0.29
H 2.1453 -0.9895 2.7299  0.19
O 1.4577 1.1842 0.6116  -0.42
H 1.1578 1.8802 1.1895  0.24
H 1.9129 0.4821 1.1119  0.23

***

(3)
DFT (ωB97M-V with the def2-TZVPD basis set) results for one molecule with the formula C5H6O.

The energy above the lowest of the compared OMol25 structures with the same formula, charge and spin is 30.5 kcal per mole. For the HOMO energy, the calculation gives -9.5 eV. The frontier orbital gap comes out at 10.6 eV. The lowest unoccupied orbital energy comes out at 1.0 eV. The SMILES is O=C1C[C@H]2C[C@@H]12. Its electronic energy is -7327.963 eV. As for the net charge: 0.

Each line ends with the natural charge from an NBO analysis.
Geometry (Å):
O -1.3712 2.1319 -0.0409  -0.53
C -0.7330 1.1125 -0.0944  0.60
C -1.0404 -0.2826 -0.6783  -0.51
C -0.0184 -0.8083 0.3401  -0.20
C 1.3204 -0.3339 -0.0670  -0.40
C 0.4322 0.6259 0.6973  -0.33
H -2.0762 -0.6011 -0.5427  0.24
H -0.7472 -0.4304 -1.7230  0.22
H -0.2183 -1.5834 1.0701  0.23
H 1.5256 -0.1903 -1.1266  0.21
H 2.1787 -0.6656 0.5106  0.23
H 0.7478 1.0253 1.6548  0.24

***

(4)
DFT (ωB97M-V with the def2-TZVPD basis set) results for C40H34N3O3OsP2S as an isolated structure.

The energy above the lowest of the compared OMol25 structures with the same formula, charge and spin is 6.9 kcal per mole. For the HOMO energy, the calculation gives -16.8 eV. The frontier orbital gap comes out at 6.1 eV. The lowest unoccupied orbital energy comes out at -10.7 eV. Its electronic energy is -84500.909 eV. As for the net charge: +3.

Each line ends with the Mulliken charge.
Geometry (Å):
Os -0.2409 -0.1097 -0.3143  0.44
C 2.7755 0.2499 1.0575  -1.23
C 1.9203 0.0186 2.2996  -1.62
P 0.1597 0.3596 1.9874  0.98
C -0.8534 -0.4618 3.2022  1.04
C -1.8595 0.2474 3.8697  -0.35
C -2.5911 -0.3772 4.8659  -0.88
C -2.3305 -1.7013 5.1961  -0.63
C -1.3325 -2.4089 4.5353  -0.92
C -0.5921 -1.7964 3.5410  -0.47
C -0.1285 2.1173 1.8951  0.20
C 0.8924 3.0207 2.2160  -0.65
C 0.6332 4.3785 2.2037  -0.99
C -0.6347 4.8415 1.8671  -0.73
C -1.6504 3.9509 1.5402  -1.01
C -1.4044 2.5889 1.5486  -0.09
P 2.0450 -0.5835 -0.4046  1.82
C 2.3729 -2.3469 -0.2262  0.50
C 3.4401 -2.9324 -0.9108  -0.88
C 3.7258 -4.2786 -0.7297  -0.86
C 2.9556 -5.0477 0.1301  -0.75
C 1.8826 -4.4763 0.8067  -0.94
C 1.5901 -3.1362 0.6213  0.69
C 2.9192 -0.0117 -1.8588  0.52
C 4.2639 0.3466 -1.7348  -0.78
C 4.9858 0.7234 -2.8567  -0.75
C 4.3750 0.7416 -4.1028  -0.68
C 3.0400 0.3816 -4.2322  -1.06
C 2.3115 0.0073 -3.1146  -0.02
H 3.7751 -0.1578 1.2184  0.91
H 2.8734 1.3098 0.8160  0.50
H 2.2269 0.6478 3.1393  0.80
H 1.9947 -1.0118 2.6543  0.77
H -2.0592 1.2836 3.6374  0.50
H -3.3554 0.1751 5.3954  0.48
H -2.8982 -2.1811 5.9823  0.46
H -1.1242 -3.4346 4.8076  0.49
H 0.1951 -2.3589 3.0573  0.27
H 1.8822 2.6793 2.4871  0.28
H 1.4151 5.0770 2.4685  0.49
H -0.8329 5.9056 1.8721  0.49
H -2.6389 4.3174 1.2959  0.54
H -2.2045 1.9001 1.3145  0.61
H 4.0517 -2.3435 -1.5817  0.41
H 4.5548 -4.7256 -1.2613  0.50
H 3.1855 -6.0955 0.2694  0.45
H 1.2742 -5.0796 1.4675  0.54
H 0.7254 -2.7205 1.1246  -0.12
H 4.7632 0.3316 -0.7740  0.43
H 6.0261 1.0013 -2.7567  0.48
H 4.9408 1.0361 -4.9764  0.45
H 2.5661 0.3964 -5.2045  0.48
H 1.2678 -0.2507 -3.2325  0.24
N -1.3736 -3.3316 -2.4065  0.10
C -0.4734 -2.4649 -2.0057  -0.77
N -0.8668 -1.8618 -0.8607  1.68
C -2.1251 -2.4169 -0.5199  0.45
C -2.9664 -2.1905 0.5601  -0.12
C -4.1322 -2.9341 0.5933  -1.03
C -4.4448 -3.8721 -0.4004  -0.66
C -3.6015 -4.1079 -1.4699  -1.22
C -2.4386 -3.3541 -1.4979  0.61
H -1.2860 -3.8979 -3.2411  0.35
H 0.4646 -2.2745 -2.5043  0.43
H -2.7360 -1.4766 1.3397  0.39
H -4.8247 -2.7930 1.4118  0.49
H -5.3681 -4.4296 -0.3243  0.45
H -3.8367 -4.8404 -2.2297  0.50
O 1.2357 2.5007 -0.8936  -0.40
C 0.1964 2.4308 -1.4904  0.65
N -0.3701 1.1302 -1.8070  -0.15
S -2.0477 1.2889 -2.0013  0.98
O -2.4317 0.7101 -0.6966  -0.45
O -2.5620 0.6635 -3.1633  -0.64
C -2.0430 3.0251 -2.0976  0.44
C -3.0968 3.8527 -2.4347  -0.88
C -2.8194 5.2143 -2.4985  -0.64
C -1.5379 5.7042 -2.2466  -0.66
C -0.4900 4.8540 -1.9157  -0.48
C -0.7560 3.4966 -1.8488  0.10
H -4.0844 3.4659 -2.6467  0.56
H -3.6105 5.9036 -2.7617  0.48
H -1.3567 6.7678 -2.3258  0.48
H 0.5080 5.2307 -1.7350  0.60